No. 1
Below is a cluster of 2 separate species, C3H5N2OS in total at a distorted geometry, with properties calculated with ωB97M-V/def2-TZVPD.

XYZ file:
```
12
C3H5N2OS ωB97M-V/def2-TZVPD
C 1.99961 0.94918 0.09051
C 0.19491 -0.24649 -0.41799
C 1.00122 -1.05171 0.36131
N 2.12939 -0.25601 0.64842
N 0.77436 0.93449 -0.53476
O -4.11080 -0.73401 -0.61889
S -3.98225 0.39011 0.51255
H 2.52859 1.86195 0.03279
H 0.94724 -1.98444 0.75480
H -4.89883 -1.14685 -0.97389
H 2.95341 -0.47036 1.20398
H 0.46315 1.75414 -1.05882
```

Output
DFT total energy ... -19043.4327 eV
Charge ... +1
Max |F| ... 3.6 eV/Å
HOMO-LUMO gap (alpha / beta) ... 7.475 / 5.160 eV
Molar mass ... 117.2 g mol⁻¹
Relative energy (zero: lowest compared OMol25 entry of this formula, charge and spin) ... 3.862 eV

---

No. 2
Below is a structure of composition CH13MnO6 at a distorted geometry, with properties calculated with ωB97M-V/def2-TZVPD.

XYZ file:
```
21
CH13MnO6 ωB97M-V/def2-TZVPD
Mn -2.65722 1.65690 1.06840
C 0.03883 -0.39201 0.24136
O -1.28806 0.19400 0.16795
H 0.42093 -0.45285 -0.77765
H 0.73557 0.15536 0.87622
H -0.05011 -1.42949 0.56359
O 1.03487 -0.96777 -3.18978
H 1.02289 -0.01810 -3.30902
H 0.68550 -1.10347 -2.30900
O -0.89994 1.67013 -2.28413
H -0.89142 1.13117 -1.49313
H -1.39163 1.15263 -2.92185
O 1.46774 3.50853 1.02649
H 1.93059 2.81805 0.55190
H 1.84435 4.32289 0.69302
O -2.73350 -2.32797 0.18620
H -1.86825 -1.93623 0.30506
H -3.34549 -1.64844 0.46890
O 1.74412 -2.21659 3.67023
H 1.77467 -1.37518 3.21488
H 2.42555 -2.74157 3.25036
```

Output
2S+1 ... 7
<S²> ... 12.002
DFT total energy ... -44850.3058 eV
Max |F| ... 2.5 eV/Å
HOMO-LUMO gap (alpha / beta) ... 8.159 / 8.798 eV
Molar mass ... 176.0 g mol⁻¹

---

No. 3
Below is a structure of composition C24H29AsF6N6ORbS2 at a distorted geometry, with properties calculated with ωB97M-V/def2-TZVPD.

XYZ file:
```
70
C24H29AsF6N6ORbS2 ωB97M-V/def2-TZVPD
Rb -0.89803 -0.97560 0.50563
C 2.37216 1.97273 1.23055
C 2.92272 0.82381 0.36807
N 2.47402 -0.47590 0.80966
C 3.12331 -1.05180 1.95677
C 2.53741 -0.48568 3.26655
N 1.09902 -0.49361 3.19132
C 0.39311 0.63101 3.75285
C 0.61792 1.94850 2.96127
N 0.98695 1.74473 1.58052
H 2.98282 2.08657 2.13266
H 2.48375 2.90238 0.65660
H 2.55371 0.97819 -0.64583
H 4.03078 0.90198 0.34096
H 2.46081 -1.12522 0.03596
H 2.94403 -2.13202 1.93683
H 4.22334 -0.88509 1.95878
H 2.92907 -1.07147 4.12081
H 2.87235 0.54306 3.39924
H 0.71062 -1.36357 3.53064
H -0.66918 0.37683 3.71789
H 0.65252 0.81238 4.81879
H -0.31745 2.50972 2.99317
H 1.38052 2.54241 3.48976
H 0.40465 2.31439 0.97419
O -1.06283 -3.32578 -3.91362
C -0.93865 -2.51857 -2.95982
N -0.32338 -2.73566 -1.82055
C 0.25374 -4.04954 -1.73383
C 0.92140 -4.37609 -0.43489
C 1.99469 -5.28242 -0.42796
C 2.58905 -5.62421 0.76840
C 2.11052 -5.04348 1.93686
C 1.05560 -4.14979 1.83221
N 0.47802 -3.82901 0.68843
C -1.51819 -1.13566 -3.13673
C -1.97941 -0.80111 -4.41392
C -2.54257 0.43804 -4.63459
C -2.63082 1.32261 -3.56971
C -2.13714 0.90912 -2.34051
N -1.60022 -0.28088 -2.12045
H 0.99100 -4.20859 -2.54482
H -0.52218 -4.82607 -1.89847
H 2.34699 -5.71745 -1.35331
H 3.41582 -6.32668 0.79979
H 2.55017 -5.28653 2.89485
H 0.64188 -3.68167 2.71817
H -1.87982 -1.53710 -5.19708
H -2.90924 0.71344 -5.61794
H -3.06421 2.30635 -3.69246
H -2.17759 1.58122 -1.48837
S 1.22176 3.57337 -1.91668
C -0.19295 4.48651 -2.22122
C -0.41051 4.97096 -3.52040
C -1.52392 5.70676 -3.84556
C -2.48168 5.97444 -2.86670
C -2.28911 5.52520 -1.58165
C -1.14669 4.79610 -1.21391
S -0.93147 4.36753 0.42808
H 0.33918 4.74926 -4.26848
H -1.65907 6.07900 -4.85625
H -3.37011 6.54323 -3.11760
H -3.02572 5.73611 -0.81752
F -3.45082 -1.14975 0.84385
As -3.40013 -1.14411 2.59713
F -4.08819 -2.77710 2.65949
F -5.05179 -0.51323 2.71589
F -3.29677 -1.13450 4.38331
F -2.80214 0.51149 2.58371
F -1.77342 -1.86449 2.59119
```

Output
2S+1 ... 2
<S²> ... 0.778
DFT total energy ... -135822.4640 eV
Charge ... -2
Max |F| ... 2.7 eV/Å
HOMO-LUMO gap (alpha / beta) ... 6.039 / 5.529 eV
Molar mass ... 756.0 g mol⁻¹

---

No. 4
Below is a structure of composition C17H22Cl2I2N2O2SiW, with properties calculated with ωB97M-V/def2-TZVPD.

XYZ file:
```
49
C17H22Cl2I2N2O2SiW ωB97M-V/def2-TZVPD
W -0.90612 0.18034 0.74373
I 4.44175 -3.86574 4.48018
C 2.79581 -2.88035 3.69081
C 1.81517 -2.38296 4.54195
C 0.71199 -1.72056 4.02032
I -0.75766 -0.91382 5.24441
C 0.61715 -1.59174 2.64743
O -0.47080 -0.94058 2.09109
C 1.58801 -2.06657 1.77278
C 1.42614 -1.87404 0.28958
N 1.11728 -0.43928 -0.02955
C 1.17372 -0.15786 -1.48039
C 0.52850 1.17096 -1.74452
C 0.84296 1.94957 -2.83773
C 0.14240 3.12754 -3.05426
C -0.86269 3.49323 -2.16997
C -1.12676 2.68153 -1.09113
N -0.43307 1.54363 -0.87128
C 2.68937 -2.71189 2.31223
H 1.91059 -2.50331 5.61226
H 0.60771 -2.46928 -0.11715
H 2.34492 -2.15909 -0.22431
H 1.83491 0.12341 0.42491
H 0.61265 -0.94126 -1.99427
H 2.20176 -0.18018 -1.84266
H 1.62596 1.63368 -3.51352
H 0.37696 3.75192 -3.90620
H -1.43941 4.39608 -2.30970
H -1.91298 2.91721 -0.38932
H 3.46370 -3.09382 1.65943
Cl 0.64040 1.82129 2.03566
C -1.15010 1.83138 2.08859
Cl -3.20146 0.60747 0.86304
H -1.53096 2.79198 1.76551
H -1.48636 1.54313 3.08148
C -1.54467 -3.07469 -2.41730
Si -2.63836 -1.91118 -1.47229
C -3.44607 -0.65471 -2.56482
C -3.74289 -2.77817 -0.27565
O -1.47261 -1.01230 -0.51051
H -2.15958 -3.70740 -3.06219
H -0.98822 -3.74304 -1.75657
H -0.84096 -2.55395 -3.07097
H -4.08080 -1.16083 -3.29620
H -2.70690 -0.07819 -3.12691
H -4.07615 0.03328 -2.00061
H -4.39900 -2.08959 0.25548
H -3.16840 -3.34964 0.45632
H -4.37243 -3.48760 -0.81874
```

Output
DFT total energy ... -76000.1272 eV
Charge ... +2
Max |F| ... 0.2 eV/Å
HOMO-LUMO gap ... 5.839 eV
Molar mass ... 823.0 g mol⁻¹
Relative energy (zero: lowest compared OMol25 entry of this formula, charge and spin) ... 0.019 eV

---

The highest DFT total energy belongs to which entry?
C3H5N2OS

---

Among the records above, which one has the highest DFT total energy?
C3H5N2OS